(1)
C6H11N4O3 | wB97M-V/def2-TZVPD

Each line ends with the Mulliken charge.
CARTESIAN COORDINATES (ANGSTROEM)
C: 0.18 -0.57 0.94  0.21
C: -1.98 -0.10 -1.94  0.30
C: -2.72 1.98 -0.87  0.56
C: 2.45 -0.86 0.46  -0.43
C: 1.70 -2.19 0.20  -0.41
C: -3.04 1.70 0.53  -0.79
N: 1.37 0.06 0.76  -0.14
N: -2.31 1.05 -1.68  -0.12
N: -1.62 -1.01 -2.62  -0.02
N: 0.35 -1.87 0.58  -0.05
O: -2.80 3.17 -1.39  -0.38
O: -0.88 -0.05 1.26  -0.75
O: -1.37 -2.30 -2.47  -0.26
H: 3.14 -0.95 1.30  0.27
H: 3.01 -0.53 -0.42  0.27
H: 1.75 -2.47 -0.86  0.21
H: 2.10 -3.01 0.79  0.31
H: -3.87 0.99 0.61  0.30
H: -3.28 2.60 1.09  0.38
H: -2.19 1.18 1.00  0.30
H: 1.56 0.95 1.18  0.25
H: -1.19 -2.66 -3.36  0.40
H: -0.38 -2.56 0.66  0.20
H: -3.11 3.85 -0.77  0.39

Spin multiplicity: 1
Maximum force in eV/A: 1.3
Net charge: +1
Kohn-Sham gap in hartree: 0.30913
LUMO in eV: -3.942

---

(2)
C6H11N6O | wB97M-V/def2-TZVPD

Each line ends with the Mulliken charge.
CARTESIAN COORDINATES (ANGSTROEM)
C: -3.22 1.09 -1.54  -0.89
C: -2.14 0.73 -0.89  0.01
C: -1.27 -0.40 -1.07  0.47
O: -1.68 -1.47 -1.39  -0.52
C: 0.20 -0.06 -0.83  0.78
N: 0.81 0.10 -2.20  -0.69
N: 0.48 1.09 -0.03  -0.74
C: 0.90 0.98 1.17  0.60
N: 0.99 2.07 1.98  -0.39
N: 1.17 -0.28 1.69  -0.19
C: 1.21 -1.42 0.90  0.43
N: 1.55 -2.61 1.47  -0.35
N: 0.76 -1.27 -0.30  -0.26
H: -4.01 1.85 -1.40  0.27
H: -3.56 0.60 -2.44  0.27
H: -1.80 1.20 0.00  0.25
H: 1.68 0.45 -2.03  0.28
H: 0.26 0.80 -2.61  0.32
H: 0.65 2.97 1.60  0.26
H: 1.32 1.95 2.84  0.13
H: 1.35 -0.29 2.68  0.24
H: 1.94 -2.64 2.34  0.21
H: 1.80 -3.37 0.92  0.24
H: 0.60 -2.06 -0.89  0.28

Spin multiplicity: 1
Structure (SMILES): C=CC(=O)[C@@]1(N)N=C(N)NC(=[NH2+])N1
Maximum force in eV/A: 4.9
Net charge: +1
Kohn-Sham gap in hartree: 0.35228
LUMO in eV: -3.158

---

(3)
C6H11NO | wB97M-V/def2-TZVPD

Each line ends with the Mulliken charge.
CARTESIAN COORDINATES (ANGSTROEM)
O: 2.28 -1.96 -0.29  -0.60
C: 1.35 -1.54 0.39  -0.14
N: 0.55 -0.53 0.00  0.25
C: -0.35 0.15 0.96  0.24
C: -1.12 1.22 0.19  -1.29
C: -0.63 1.95 -0.97  -0.30
C: -0.46 1.53 -2.24  -1.08
C: -1.31 -0.79 1.68  -1.54
H: 1.14 -2.00 1.36  0.20
H: 1.00 0.09 -0.65  0.10
H: 0.29 0.69 1.67  0.52
H: -2.14 0.86 -0.08  -0.41
H: -1.48 1.97 0.93  0.43
H: -0.57 3.04 -0.91  0.54
H: -0.74 0.56 -2.64  0.40
H: -0.36 2.19 -3.10  0.28
H: -0.86 -1.64 2.20  0.41
H: -1.77 -0.14 2.43  0.57
H: -2.02 -1.20 0.96  0.43

Spin multiplicity: 2
Maximum force in eV/A: 2.7
Expectation value of S²: 0.75
Net charge: -1
Kohn-Sham gap (spin up / spin down) in hartree: 0.10822 / 0.31992
LUMO (spin up / spin down) in eV: 3.855 / 3.719

---

(4)
C6H11NO | wB97M-V/def2-TZVPD

Each line ends with the Mulliken charge.
CARTESIAN COORDINATES (ANGSTROEM)
C: 0.52 -1.51 1.18  -0.70
C: 1.04 -0.27 0.98  -0.39
C: 2.20 -0.11 -0.19  -0.52
O: 2.19 -1.07 -1.21  -0.53
H: 0.95 -2.36 0.67  0.29
H: -0.46 -1.61 1.62  0.32
H: 1.41 0.37 1.77  0.51
H: 2.25 0.92 -0.57  0.25
H: 3.11 -0.32 0.38  0.37
H: 1.35 -1.00 -1.67  0.33
C: -2.31 -0.06 -1.59  -1.17
C: -1.28 0.44 -0.70  0.15
C: -0.82 0.86 0.39  0.21
N: -0.92 1.80 1.39  -0.45
H: -2.11 0.23 -2.63  0.31
H: -2.38 -1.15 -1.57  0.28
H: -3.30 0.32 -1.33  0.30
H: -0.10 1.83 1.98  0.23
H: -1.32 2.68 1.09  0.22

Spin multiplicity: 1
Structure (SMILES): C=CCO.CC#CN
Maximum force in eV/A: 4.8
Kohn-Sham gap (spin up / spin down) in hartree: 0.29235 / 0.29236
LUMO (spin up / spin down) in eV: 0.349 / 0.349

---

(5)
C6H11NO | wB97M-V/def2-TZVPD

Each line ends with the Mulliken charge.
CARTESIAN COORDINATES (ANGSTROEM)
C: -1.01 -0.09 1.66  -1.65
C: 0.32 0.35 1.09  1.57
O: 1.24 0.37 2.16  -0.61
C: 0.81 -0.36 -0.18  -1.12
C: 0.98 0.83 -0.85  -0.10
C: 0.30 1.65 0.21  -1.04
H: -1.30 0.58 2.47  0.41
H: -1.78 -0.10 0.90  0.34
H: -0.91 -1.09 2.08  0.36
H: 2.12 0.57 1.82  0.37
H: 1.38 -1.28 -0.22  0.55
H: 1.38 1.08 -1.81  0.44
H: -0.69 2.01 -0.06  0.26
H: 0.88 2.49 0.61  0.31
C: -0.87 -1.21 -1.61  -0.36
N: -0.27 -1.15 -2.75  -0.56
H: -1.02 -2.14 -1.03  0.31
H: -1.62 -0.45 -1.39  0.30
H: 0.06 -2.06 -3.09  0.23

Spin multiplicity: 1
Structure (SMILES): C[C@@]1(O)C=CC1.C=N
Maximum force in eV/A: 3.2
Kohn-Sham gap in hartree: 0.34865
LUMO in eV: 0.606

---

(6)
C6H11NO | wB97M-V/def2-TZVPD

Each line ends with the Mulliken charge.
CARTESIAN COORDINATES (ANGSTROEM)
C: 0.36 1.13 0.79  0.96
C: -0.32 -2.17 -0.41  -0.65
C: 1.37 1.78 1.68  -1.24
C: 0.13 1.61 -0.60  -1.20
N: -0.01 -1.97 -1.81  -0.56
O: -0.46 0.30 1.36  -0.24
C: -1.49 -0.29 0.81  -0.36
C: -1.58 -1.36 0.07  -0.06
H: -0.80 -2.21 -2.39  0.25
H: 0.22 -0.99 -1.99  0.21
H: 0.57 -1.92 0.18  0.29
H: -0.54 -3.23 -0.26  0.33
H: 1.46 1.23 2.61  0.35
H: 0.47 2.64 -0.71  0.34
H: 1.09 2.81 1.92  0.29
H: 2.34 1.82 1.18  0.34
H: 0.67 1.00 -1.33  0.16
H: -0.93 1.57 -0.85  0.43
H: -2.54 -1.74 -0.25  0.35

Spin multiplicity: 1
Maximum force in eV/A: 2.2
Kohn-Sham gap (spin up / spin down) in hartree: 0.31159 / 0.27443
LUMO (spin up / spin down) in eV: 0.823 / 0.415

---

(7)
C6H11NO | wB97M-V/def2-TZVPD

Each line ends with the Mulliken charge.
CARTESIAN COORDINATES (ANGSTROEM)
N: -0.74 2.98 1.01  -0.50
C: -0.38 1.89 0.19  -0.06
C: 0.83 1.37 0.06  -0.44
C: 1.14 0.03 -0.61  -0.68
C: 0.71 -1.13 0.34  -0.73
C: -0.72 -1.61 0.17  -0.51
C: -0.95 -2.43 -1.09  -0.02
O: -0.54 -3.56 -1.15  -0.46
H: -1.15 3.73 0.48  0.23
H: -0.02 3.26 1.66  0.22
H: -1.20 1.50 -0.40  0.29
H: 1.72 1.85 0.46  0.27
H: 0.59 -0.08 -1.54  0.33
H: 2.22 -0.07 -0.70  0.29
H: 1.43 -1.95 0.40  0.43
H: 0.82 -0.76 1.36  0.38
H: -0.94 -2.31 0.99  0.32
H: -1.42 -0.79 0.34  0.28
H: -1.43 -1.93 -1.95  0.36

Spin multiplicity: 1
Structure (SMILES): N/C=C/CCCC=O
Maximum force in eV/A: 1.5
Kohn-Sham gap in hartree: 0.35122
LUMO in eV: 1.050

---

(8)
C6H11NO | wB97M-V/def2-TZVPD

Each line ends with the Mulliken charge.
CARTESIAN COORDINATES (ANGSTROEM)
C: 1.27 1.44 -0.63  -1.08
C: 0.15 0.44 0.00  0.87
C: -1.21 1.17 0.48  -0.65
C: -1.82 -1.06 -0.14  -0.62
C: -0.22 -0.89 -0.74  -0.46
C: 0.88 -1.45 -0.06  -0.71
H: 2.45 0.96 -0.52  0.24
H: 0.94 1.96 -1.62  0.28
H: 1.31 2.11 0.37  0.34
H: -1.56 1.11 1.52  0.29
H: -1.00 2.30 0.21  0.34
H: -1.49 -1.20 1.06  0.29
H: -2.48 -1.58 -0.76  0.38
H: -0.13 -1.03 -1.74  0.59
H: 0.80 -2.51 0.32  0.23
H: 1.91 -1.47 -0.38  0.36
H: 1.69 -0.31 1.88  0.31
N: 0.80 -0.45 0.90  -0.57
O: -2.28 0.47 -0.17  -0.43

Spin multiplicity: 1
Maximum force in eV/A: 8.0
Kohn-Sham gap in hartree: 0.33185
LUMO in eV: 0.853

---

(9)
C6H11NO | wB97M-V/def2-TZVPD

Each line ends with the Mulliken charge.
CARTESIAN COORDINATES (ANGSTROEM)
H: 0.28 -0.52 3.14  0.26
N: 0.89 -0.25 2.37  -0.64
C: 0.79 -0.96 1.33  -0.14
C: 1.64 -0.69 0.18  0.16
C: 1.70 -1.50 -0.87  -0.83
H: 0.14 -1.84 1.23  0.31
H: 2.25 0.20 0.26  0.32
H: 1.10 -2.39 -0.93  0.23
H: 2.35 -1.30 -1.70  0.31
C: -1.65 1.35 0.51  -1.14
C: -0.71 1.50 -0.64  0.03
C: -0.47 0.60 -1.59  -0.34
O: -1.02 -0.63 -1.71  -0.49
H: -2.35 2.19 0.55  0.35
H: -1.09 1.35 1.45  0.23
H: -2.24 0.43 0.47  0.31
H: -0.19 2.44 -0.69  0.35
H: 0.22 0.80 -2.39  0.43
H: -1.64 -0.78 -0.98  0.29

Spin multiplicity: 1
Structure (SMILES): [H]/N=C/C=C.C/C=C\O
Maximum force in eV/A: 0.9
Kohn-Sham gap in hartree: 0.34464
LUMO in eV: 0.781

---

(10)
C6H11NO | wB97M-V/def2-TZVPD

Each line ends with the Mulliken charge.
CARTESIAN COORDINATES (ANGSTROEM)
C: 1.58 1.14 -0.88  -1.15
C: 1.04 -0.11 -0.30  0.44
C: 1.52 -0.65 1.21  -1.32
C: -1.41 -1.11 -0.41  -0.45
C: -2.42 -0.05 -0.12  -0.57
C: -1.24 0.75 0.26  0.31
H: 2.61 1.51 -0.70  0.34
H: 1.56 1.10 -1.95  0.32
H: 0.74 2.04 -0.53  0.22
H: 1.37 -1.03 -0.94  0.21
H: 2.52 -0.82 1.37  0.49
H: 0.87 -1.48 1.45  0.29
H: 1.49 0.18 2.02  0.28
H: -1.29 -1.80 -1.39  0.25
H: -1.34 -1.85 0.41  0.22
H: -2.98 0.11 0.81  0.27
H: -3.03 0.45 -0.90  0.24
N: -0.33 -0.14 -0.25  0.19
O: -1.24 1.76 0.83  -0.58

Spin multiplicity: 1
Maximum force in eV/A: 6.2
Kohn-Sham gap in hartree: 0.37012
LUMO in eV: 0.961

---

Computed energy relative to the best compared isomer or geometry (same formula, charge and spin) (kJ/mol) in order:
0.0; 0.0; 102.1; 591.7; 380.3; 470.4; 172.0; 702.2; 240.3; 310.6